{
  "formula": "C9H9CoN3O5",
  "method": "wB97M-V/def2-TZVPD",
  "total_charge": 3,
  "e_above_lowest_kj_mol": 0.00,
  "multiplicity": 5,
  "total_energy_ev": -61778.290,
  "elements": ["Co", "C", "O", "C", "O", "C", "O", "C", "O", "H", "H", "C", "N", "C", "C", "C", "N", "C", "O", "N", "H", "H", "H", "H", "H", "H", "H"],
  "coordinates": [[0.83858, -0.40643, -0.70616], [2.04782, -1.68913, -0.63563], [2.70363, -2.60787, -0.41032], [0.51854, 0.98644, -2.01829], [0.29771, 1.79584, -2.81344], [1.14143, 0.93848, 0.92766], [1.17887, 1.89553, 1.54125], [-0.64151, -1.49180, -1.03207], [-1.57614, -2.11758, -1.06007], [-2.61407, 1.82490, 0.57020], [-2.76222, 1.94212, -0.18090], [1.55504, -2.15397, 4.63907], [0.42627, -1.83475, 3.76927], [-0.78201, -2.30221, 4.23910], [-1.91041, -2.02735, 3.50230], [-1.76421, -1.34347, 2.27550], [-0.57071, -0.96073, 1.83566], [0.59671, -1.17803, 2.47808], [1.71326, -0.64183, 2.13917], [-2.87911, -1.06586, 1.57323], [2.49142, -1.80737, 4.21859], [1.64182, -3.22676, 4.89592], [1.42267, -1.73328, 5.64785], [-0.79167, -2.85622, 5.20814], [-2.91099, -2.26308, 3.74405], [-3.76308, -1.38189, 2.02511], [-2.78911, -0.57434, 0.69288]]
}

=====

{
  "formula": "C5H8O2",
  "method": "wB97M-V/def2-TZVPD",
  "total_charge": 0,
  "e_above_lowest_kj_mol": 453.93,
  "smiles": "C=CO[C@H]1C=C1O.[H][H]",
  "total_energy_ev": -9405.127,
  "elements": ["C", "C", "O", "C", "C", "C", "O", "H", "H", "H", "H", "H", "H", "H", "H"],
  "coordinates": [[-2.43189, 0.26945, 0.12324], [-1.16939, 0.68665, 0.10840], [-0.43459, 0.83244, 1.23963], [0.97271, 0.69070, 1.11574], [1.59363, -0.59111, 0.65147], [1.64034, 0.42916, -0.15586], [1.96193, 0.98685, -1.32539], [-0.73843, -1.95686, -0.89755], [-2.91679, -0.02395, 1.04866], [-3.00448, 0.24302, -0.79698], [-0.66713, 0.97948, -0.81551], [1.41553, 1.29461, 1.90878], [-0.36550, -2.52295, -1.20713], [1.78926, -1.62357, 0.89379], [2.35480, 0.30609, -1.89130]]
}

=====

{
  "formula": "C8H24ClO8",
  "method": "wB97M-V/def2-TZVPD",
  "total_charge": -1,
  "e_above_lowest_kj_mol": 782.85,
  "total_energy_ev": -37581.068,
  "elements": ["Cl", "O", "O", "O", "O", "C", "C", "O", "H", "H", "H", "H", "H", "H", "C", "C", "O", "H", "H", "H", "H", "H", "H", "C", "C", "O", "H", "H", "H", "H", "H", "H", "C", "C", "O", "H", "H", "H", "H", "H", "H"],
  "coordinates": [[13.98400, 8.73141, -4.48245], [12.71599, 9.37602, -4.67286], [13.74016, 7.34911, -4.78279], [15.02533, 9.28331, -5.31697], [14.51450, 8.80609, -3.14318], [11.52460, 11.89461, -0.27869], [12.23492, 10.74497, -0.98019], [13.59438, 11.04869, -1.05984], [10.44590, 11.73796, -0.28631], [11.75170, 12.88339, -0.67264], [11.87778, 11.86686, 0.75913], [11.77190, 10.62407, -1.96625], [11.98888, 9.83012, -0.43498], [14.01369, 10.52286, -1.75783], [17.01146, 11.08946, -2.34835], [18.27335, 11.56909, -3.08655], [17.88234, 12.16187, -4.34012], [16.28393, 10.64812, -3.02938], [16.52920, 11.99831, -1.97457], [17.24468, 10.38926, -1.54580], [18.96313, 10.75500, -3.29666], [18.68827, 12.39368, -2.49387], [17.44850, 12.98152, -4.08698], [12.74633, 13.15101, -4.57172], [14.23514, 13.46954, -4.63545], [14.95044, 12.60599, -5.47183], [12.24508, 13.62061, -5.42796], [12.25152, 13.61542, -3.71520], [12.53518, 12.08266, -4.61119], [14.62721, 13.46422, -3.60362], [14.37904, 14.50823, -4.94853], [14.58851, 11.71120, -5.41462], [12.98311, 6.88741, -0.71051], [12.30030, 5.61237, -0.13293], [11.30141, 5.11022, -1.01462], [14.05178, 6.88092, -0.49452], [12.52659, 7.77689, -0.28174], [12.89609, 6.93366, -1.79578], [11.79825, 5.95566, 0.77385], [13.11220, 4.93961, 0.13649], [10.46252, 5.28017, -0.58475]]
}

=====

{
  "formula": "C46H59N4S4SbSi2Ti",
  "method": "wB97M-V/def2-TZVPD",
  "total_charge": 0,
  "e_above_lowest_kj_mol": 11.92,
  "multiplicity": 3,
  "total_energy_ev": -143372.555,
  "elements": ["Ti", "C", "C", "S", "C", "C", "S", "C", "C", "S", "H", "H", "H", "H", "H", "H", "H", "H", "H", "H", "H", "H", "C", "Si", "C", "C", "N", "C", "C", "C", "C", "C", "C", "N", "Si", "C", "C", "C", "H", "H", "H", "H", "H", "H", "H", "H", "H", "H", "H", "H", "H", "H", "H", "H", "H", "H", "H", "H", "H", "H", "S", "C", "N", "C", "C", "C", "C", "H", "H", "H", "H", "H", "C", "C", "C", "C", "C", "C", "Sb", "C", "C", "C", "C", "C", "C", "C", "C", "C", "C", "C", "C", "H", "H", "H", "H", "H", "H", "H", "H", "H", "H", "H", "H", "H", "H", "H", "C", "C", "C", "N", "C", "C", "H", "H", "H", "H", "H"],
  "coordinates": [[-0.08947, -1.00327, 0.46559], [-3.46162, 4.29474, 2.36382], [-2.88917, 3.47907, 3.53832], [-1.76846, 2.12410, 3.14624], [-0.27475, 2.98902, 2.60094], [-0.22919, 3.43985, 1.13027], [-0.72935, 2.16240, -0.07438], [-2.00006, 3.03980, -1.04342], [-3.02086, 3.96108, -0.38616], [-4.09162, 3.34393, 0.94165], [-2.70740, 4.97857, 1.97619], [-4.29989, 4.89523, 2.71658], [-3.69446, 2.98447, 4.08496], [-2.38271, 4.15340, 4.23022], [0.52552, 2.27576, 2.79652], [-0.12797, 3.85069, 3.25619], [0.78215, 3.73596, 0.85827], [-0.88453, 4.29635, 0.98051], [-2.49726, 2.23209, -1.58079], [-1.47403, 3.65137, -1.77809], [-3.68916, 4.28265, -1.18580], [-2.54557, 4.86082, -0.00356], [-2.92426, -3.39248, 0.20212], [-2.71284, -2.57209, 1.87735], [-4.31178, -1.64613, 2.29551], [-2.50746, -3.96719, 3.11315], [-1.34071, -1.50273, 1.88739], [-0.81431, -1.07599, 3.12618], [-1.52562, -1.11579, 4.32820], [-0.98277, -0.66111, 5.52211], [0.29755, -0.13369, 5.52996], [1.02479, -0.08403, 4.34349], [0.51064, -0.56339, 3.13166], [1.22821, -0.55044, 1.90235], [2.95679, -0.67899, 2.03386], [3.78672, -1.16275, 0.43363], [3.45465, -2.02325, 3.24765], [3.76960, 0.93791, 2.58947], [-3.14436, -4.45655, 0.34938], [-2.03158, -3.32522, -0.41358], [-3.75695, -2.95703, -0.36818], [-4.74437, -2.02878, 3.22758], [-5.07054, -1.76206, 1.51244], [-4.12054, -0.57283, 2.44850], [-2.97667, -3.74837, 4.08047], [-1.44379, -4.15800, 3.29470], [-2.95821, -4.88766, 2.72232], [-2.54737, -1.49033, 4.32407], [-1.56459, -0.70877, 6.43551], [0.73597, 0.24147, 6.44854], [2.02370, 0.34920, 4.35712], [3.21666, -1.91713, -0.11633], [4.75932, -1.60535, 0.69289], [3.99472, -0.31549, -0.23065], [3.51551, -2.99134, 2.73644], [2.73999, -2.11890, 4.07231], [4.44049, -1.80515, 3.67887], [4.53659, 1.26482, 1.87581], [4.25621, 0.80664, 3.56351], [3.03967, 1.75332, 2.69606], [-1.57160, -0.72523, -1.54040], [-3.18874, -0.25263, -1.39199], [-3.61636, 0.30445, -0.24408], [-4.86483, 0.73606, -0.03670], [-5.79495, 0.63529, -1.02403], [-5.40832, 0.07591, -2.25294], [-4.13433, -0.35185, -2.44313], [-2.92519, 0.38216, 0.50842], [-5.06174, 1.16627, 0.93516], [-6.80288, 0.98501, -0.85162], [-6.13142, -0.01542, -3.05502], [-3.80349, -0.77516, -3.38312], [5.45587, -2.06361, -4.20024], [4.42572, -2.82061, -3.65483], [3.37268, -2.19181, -2.99781], [3.33087, -0.79824, -2.88684], [4.37378, -0.04793, -3.43022], [5.42919, -0.67898, -4.08482], [1.64420, 0.10313, -1.89810], [2.46009, 2.08163, -1.78379], [2.58114, 2.93383, -2.88171], [3.13469, 4.20200, -2.72925], [3.57893, 4.62820, -1.48241], [3.47916, 3.78026, -0.38658], [2.91966, 2.51626, -0.53833], [0.60076, 0.40600, -3.75835], [0.66325, -0.54108, -4.77593], [-0.10306, -0.39374, -5.93083], [-0.94164, 0.70250, -6.07821], [-1.00421, 1.66221, -5.06994], [-0.23905, 1.51000, -3.92018], [6.28101, -2.55220, -4.70858], [4.44603, -3.90226, -3.72859], [2.58719, -2.79893, -2.56046], [4.37495, 1.03250, -3.34427], [6.23697, -0.08475, -4.49976], [2.24578, 2.61136, -3.86073], [3.22586, 4.85688, -3.58919], [4.00687, 5.61736, -1.36543], [3.83374, 4.10206, 0.58708], [2.84214, 1.85936, 0.32395], [1.31543, -1.40199, -4.67942], [-0.03717, -1.13737, -6.71818], [-1.53722, 0.81918, -6.97714], [-1.64772, 2.52894, -5.18233], [-0.28933, 2.26052, -3.13942], [1.00038, -5.57642, -0.26284], [1.07841, -4.97118, 1.00595], [0.86902, -3.62988, 1.15604], [0.56256, -2.78494, 0.08486], [0.50259, -3.40192, -1.16432], [0.70810, -4.73884, -1.35499], [1.15337, -6.64044, -0.39158], [1.30905, -5.56155, 1.88588], [0.93357, -3.15741, 2.12253], [0.24444, -2.76596, -1.99553], [0.63663, -5.13947, -2.36161]]
}